This record from OMol25 describes a molecular structure, C42H27F5N2O9TeZr. The level of theory is ωB97M-V/def2-TZVPD.

```
87
Properties=species:S:1:pos:R:3
Zr -0.175 0.838 -0.714
O 0.812 4.682 -5.677
C 0.677 3.863 -4.614
C 1.179 4.184 -3.353
C 1.002 3.261 -2.351
N 0.348 2.125 -2.554
C -0.163 1.830 -3.745
C -0.004 2.663 -4.825
C -0.944 0.531 -3.727
O -1.336 0.014 -4.743
O -1.120 0.111 -2.502
C 1.435 3.386 -0.904
O 1.620 4.464 -0.388
O 1.472 2.208 -0.340
H 1.266 5.489 -5.414
H 1.687 5.118 -3.149
H -0.411 2.403 -5.791
O -0.645 2.179 1.114
C -0.481 1.515 2.411
C 0.244 0.165 2.182
O 0.517 -0.536 3.121
O 0.545 -0.126 0.929
C -1.867 1.304 3.017
C -2.019 0.555 4.180
C -3.274 0.401 4.751
C -4.389 0.996 4.178
C -4.238 1.757 3.028
C -2.983 1.912 2.454
C 0.391 2.437 3.256
C -0.198 3.519 3.904
C 0.585 4.443 4.581
C 1.964 4.290 4.619
C 2.555 3.213 3.973
C 1.774 2.293 3.292
H -0.089 2.971 1.149
H -1.156 0.089 4.632
H -3.378 -0.192 5.651
H -5.367 0.869 4.625
H -5.097 2.229 2.569
H -2.876 2.499 1.554
H -1.275 3.631 3.888
H 0.116 5.280 5.083
H 2.576 5.009 5.149
H 3.631 3.090 3.996
H 2.250 1.462 2.788
N 1.638 -0.298 -1.673
C 2.643 -0.840 -1.603
C 3.899 -1.544 -1.519
C 4.100 -2.687 -2.288
C 5.303 -3.363 -2.178
C 6.281 -2.899 -1.307
C 6.068 -1.760 -0.542
C 4.871 -1.073 -0.644
H 3.322 -3.035 -2.955
H 5.475 -4.254 -2.767
H 7.219 -3.433 -1.222
H 6.833 -1.407 0.136
H 4.680 -0.186 -0.054
C 0.134 -3.446 0.835
Te -0.849 -2.410 -0.728
C -0.295 -4.047 -1.956
C 0.004 -5.167 -0.986
C 0.088 -6.487 -1.426
C 0.374 -7.512 -0.539
C 0.582 -7.222 0.804
C 0.502 -5.913 1.247
C 0.212 -4.876 0.360
H -0.436 -3.331 1.754
H 1.118 -3.006 0.999
H 0.575 -3.803 -2.567
H -1.126 -4.276 -2.619
H -0.084 -6.710 -2.473
H 0.425 -8.534 -0.892
H 0.798 -8.018 1.505
H 0.658 -5.684 2.295
F -6.220 1.841 -3.171
C -5.226 1.468 -2.363
C -5.300 0.286 -1.652
F -6.380 -0.484 -1.776
C -4.271 -0.117 -0.815
F -4.413 -1.271 -0.167
C -3.125 0.652 -0.665
O -2.053 0.306 0.047
C -3.111 1.852 -1.365
F -1.968 2.593 -1.241
C -4.107 2.264 -2.218
F -3.996 3.410 -2.894
```

The electronic energy is -3218.0228 Eh. The spin multiplicity is 1. For the energy above the lowest of the compared OMol25 structures with the same formula, charge and spin, the calculation gives 16.4 kcal per mole.